No. 1
A structure of composition C28H40AuBN8S2. Source: the Open Molecules 2025 dataset; level of theory: wB97M-V/def2-TZVPD.

- total charge = 0
- <S²> = 2.01
- energy relative to the best compared isomer or geometry (same formula, charge and spin) (kcal per mole) = 0.0
- HOMO-LUMO gap (alpha / beta) (eV) = 7.3 / 5.9
- 2S+1 = 3
- highest occupied orbital energy (alpha / beta) (eV) = -7.27 / -7.92
- LUMO (alpha / beta) (eV) = 0.0 / -2.0

XYZ file:
```
80
Properties=species:S:1:pos:R:3:mulliken_charge:R:1
Au -0.432 0.424 -0.259 0.02
C -0.756 -4.150 2.707 -1.51
C -1.309 -3.140 1.756 0.51
C -2.555 -3.090 1.166 -0.99
C -2.559 -1.936 0.362 -0.58
N -1.379 -1.340 0.475 0.51
N -0.608 -2.073 1.327 0.38
B 0.844 -1.643 1.676 -0.94
N 1.719 -1.698 0.385 1.38
N 1.193 -1.396 -0.839 -0.11
C 2.118 -1.707 -1.740 -0.52
C 3.264 -2.211 -1.095 -0.86
C 2.974 -2.183 0.250 0.10
C 3.849 -2.588 1.395 -1.61
C 1.848 -1.738 -3.235 2.62
C 1.730 -3.222 -3.639 -1.97
C 3.046 -1.167 -4.022 -1.38
C 0.548 -1.026 -3.599 -1.56
N 0.784 -0.243 2.365 1.50
N -0.101 0.719 1.958 -0.19
C -0.032 1.728 2.823 -0.62
C 0.897 1.406 3.822 -0.50
C 1.392 0.156 3.496 0.16
C 2.414 -0.657 4.228 -1.45
C -0.959 2.928 2.756 2.35
C -0.690 3.837 3.956 -2.28
C -0.754 3.729 1.468 -1.32
C -2.411 2.425 2.811 -1.47
C -3.702 -1.429 -0.490 2.49
C -3.342 -0.165 -1.268 -1.64
C -4.895 -1.126 0.427 -1.61
C -4.091 -2.530 -1.487 -1.67
H -1.513 -4.907 2.908 0.38
H -0.468 -3.689 3.654 0.27
H 0.127 -4.642 2.298 0.28
H -3.358 -3.800 1.303 0.55
H 1.295 -2.426 2.466 -0.24
H 4.186 -2.559 -1.539 0.53
H 4.673 -3.193 1.022 0.43
H 3.304 -3.164 2.144 0.32
H 4.274 -1.712 1.889 0.12
H 2.680 -3.748 -3.503 0.36
H 1.430 -3.310 -4.689 0.51
H 0.980 -3.721 -3.020 0.36
H 3.973 -1.508 -3.566 0.28
H 2.740 0.715 -4.961 0.29
H 3.019 -1.539 -5.044 0.50
H -0.295 -1.529 -3.117 0.23
H 0.390 -1.060 -4.683 0.44
H 0.541 0.016 -3.277 0.19
H 1.177 1.999 4.679 0.62
H 2.590 -0.215 5.207 0.42
H 3.364 -0.673 3.690 0.12
H 2.093 -1.690 4.365 0.26
H 0.328 4.236 3.931 0.42
H -0.832 3.305 4.901 0.42
H -1.385 4.680 3.935 0.42
H 0.303 3.949 1.299 0.31
H -1.302 4.674 1.528 0.46
H -1.121 3.181 0.601 0.09
H -2.601 1.889 3.745 0.37
H -2.614 1.742 1.981 0.11
H -3.105 3.269 2.747 0.44
H -3.100 0.668 -0.597 0.09
H -4.198 0.141 -1.874 0.51
H -2.498 -0.332 -1.947 0.11
H -4.640 -0.346 1.150 0.29
H -5.204 -2.015 0.982 0.33
H -5.746 -0.780 -0.168 0.45
H -3.255 -2.761 -2.155 0.32
H -4.939 -2.201 -2.096 0.46
H -4.377 -3.451 -0.972 0.32
S 0.472 2.216 -1.412 -0.29
C 2.187 2.021 -1.126 0.59
S 2.866 1.415 0.223 -0.15
C 2.988 2.204 -2.411 -0.51
C 3.397 3.492 -2.893 0.18
N 3.725 4.530 -3.275 -0.54
C 3.092 1.029 -3.017 0.39
N 3.077 0.299 -4.103 -0.07
```



No. 2
A structure of composition C28H40BrCl3N5O3Si2V. Source: the Open Molecules 2025 dataset; level of theory: wB97M-V/def2-TZVPD.

- total charge = -1
- <S²> = 3.76
- energy relative to the best compared isomer or geometry (same formula, charge and spin) (kcal per mole) = 66.2
- HOMO-LUMO gap (alpha / beta) (eV) = 6.1 / 6.1
- 2S+1 = 4
- highest occupied orbital energy (alpha / beta) (eV) = -3.92 / -3.92
- LUMO (alpha / beta) (eV) = 2.2 / 2.2

XYZ file:
```
83
Properties=species:S:1:pos:R:3:mulliken_charge:R:1
V -0.256 -0.157 2.313 0.34
N 0.128 1.795 1.431 -0.10
C -1.200 2.458 1.219 -0.01
C -2.287 1.416 1.003 0.48
N -2.317 0.429 2.111 0.95
C -2.812 1.021 3.388 -0.75
C -1.968 0.583 4.591 -0.81
N -0.540 0.643 4.203 0.00
C -3.088 -0.784 1.733 -0.44
C -2.667 -1.995 2.558 -0.96
N -1.191 -2.124 2.491 -0.19
H 0.549 1.614 0.523 -0.27
H 0.740 2.459 1.896 0.20
H -1.412 3.072 2.091 -0.22
H -1.182 3.125 0.358 0.46
H -3.255 1.917 0.879 0.39
H -2.063 0.863 0.096 -1.04
H -2.768 2.107 3.327 0.35
H -3.859 0.747 3.544 0.35
H -2.183 1.239 5.435 0.43
H -2.210 -0.435 4.881 0.33
H -0.227 1.613 4.317 -0.43
H 0.057 0.095 4.821 0.35
H -4.168 -0.614 1.825 0.43
H -2.848 -1.003 0.696 0.00
H -2.964 -1.889 3.599 0.27
H -3.184 -2.870 2.164 0.60
H -0.821 -2.825 3.118 0.30
H -0.930 -2.392 1.532 0.09
Br 4.059 -4.722 -1.556 -0.27
C 3.121 -3.287 -0.715 0.29
C 2.317 -2.569 -1.551 -0.90
N 1.738 -1.281 -1.062 1.35
C 1.542 -1.425 0.387 -0.74
C 2.323 -2.188 1.186 2.07
C 3.236 -3.122 0.661 -1.84
C 2.117 -2.027 2.690 -0.44
O 2.550 -2.884 3.444 -0.76
O 1.466 -0.961 3.053 -0.72
H 2.256 -2.752 -2.607 0.46
H 0.820 -0.738 0.766 0.43
H 3.849 -3.736 1.300 0.45
Cl 0.842 4.864 2.971 -0.37
Si -0.119 4.050 4.773 0.29
Cl -2.194 4.623 4.300 -0.36
Cl 0.362 5.655 6.094 -0.35
C -0.586 -3.623 -2.568 -1.61
C -0.617 -2.161 -3.054 2.26
C -2.099 -1.857 -3.376 -1.83
C 0.184 -1.995 -4.352 -1.64
Si -0.141 -0.937 -1.668 -1.94
O -1.022 -1.089 -0.373 0.76
C 2.710 -0.182 -1.398 0.13
C 3.107 -0.043 -2.723 0.07
C 4.009 0.944 -3.079 -0.66
C 4.525 1.802 -2.111 -0.73
C 4.136 1.649 -0.789 -0.89
C 3.233 0.649 -0.427 0.01
C -0.305 0.871 -2.278 1.30
C 0.635 1.893 -2.487 0.10
C 0.247 3.193 -2.813 -0.77
C -1.095 3.520 -2.940 -0.63
C -2.051 2.536 -2.725 -0.84
C -1.660 1.246 -2.393 -0.55
H -1.027 -4.271 -3.341 0.56
H -1.180 -3.732 -1.653 0.18
H 0.414 -3.985 -2.347 0.32
H -2.485 -2.635 -4.047 0.58
H -2.220 -0.894 -3.880 0.36
H -2.711 -1.854 -2.466 0.18
H -0.237 -2.638 -5.135 0.48
H 1.237 -2.271 -4.238 0.22
H 0.144 -0.960 -4.711 0.28
H 2.686 -0.690 -3.485 0.14
H 4.307 1.047 -4.116 0.41
H 5.232 2.579 -2.387 0.37
H 4.545 2.296 -0.022 0.46
H 2.959 0.507 0.612 0.48
H 1.693 1.708 -2.385 0.16
H 1.009 3.950 -2.957 0.46
H -1.392 4.532 -3.188 0.36
H -3.107 2.775 -2.797 0.39
H -2.433 0.513 -2.182 0.34
```



No. 3
A structure of composition C28H40EuNO2. Source: the Open Molecules 2025 dataset; level of theory: wB97M-V/def2-TZVPD.

- total charge = 0
- <S²> = 12.34
- energy relative to the best compared isomer or geometry (same formula, charge and spin) (kcal per mole) = 0.0
- HOMO-LUMO gap (alpha / beta) (eV) = 6.2 / 7.4
- 2S+1 = 7
- highest occupied orbital energy (alpha / beta) (eV) = -7.04 / -7.14
- LUMO (alpha / beta) (eV) = -0.8 / 0.3

XYZ file:
```
72
Properties=species:S:1:pos:R:3:mulliken_charge:R:1
O 0.537 0.255 -6.611 -0.23
C 0.443 1.523 -7.388 -0.56
C 0.392 0.890 -8.762 -0.78
H 1.337 2.132 -7.200 0.29
H -0.472 2.058 -7.103 0.28
C 0.464 -0.400 -7.906 1.38
H 1.296 1.125 -9.352 0.32
H -0.550 1.038 -9.310 0.30
C 1.743 -1.120 -8.275 -1.70
H 2.589 -0.438 -8.142 0.37
H 1.734 -1.392 -9.337 0.39
H 1.855 -2.035 -7.686 0.37
C -0.798 -1.244 -7.978 -1.63
H -1.653 -0.656 -7.627 0.36
H -0.668 -2.132 -7.349 0.36
H -1.013 -1.550 -9.008 0.38
Eu 0.143 0.134 -0.647 1.15
C -2.059 -0.424 0.886 -0.56
C -1.951 0.992 0.985 -0.08
C -2.306 1.560 -0.271 -0.88
H -1.619 1.545 1.863 0.29
C -2.598 0.485 -1.167 -0.56
C -2.443 -0.744 -0.454 -0.87
H -2.604 -1.746 -0.854 0.43
H -1.886 -1.135 1.694 0.61
H -2.379 2.628 -0.493 0.44
H -2.928 0.585 -2.200 0.84
C 1.193 -1.639 1.150 -0.47
C 0.439 -2.448 0.249 -0.95
C 1.120 -2.460 -1.006 -0.57
H -0.496 -2.957 0.478 0.56
C 2.288 -1.644 -0.880 -0.62
C 2.337 -1.148 0.456 -0.63
H 3.100 -0.493 0.878 0.48
H 0.946 -1.429 2.188 0.76
H 0.816 -3.019 -1.890 0.52
H 3.009 -1.434 -1.668 0.45
O 1.177 0.974 -3.044 -0.54
C 0.104 0.081 -3.665 -0.01
C -0.940 1.026 -4.239 -0.27
H -0.317 -0.667 -2.953 0.25
H 0.610 -0.478 -4.458 0.24
C -0.082 2.253 -4.561 -0.08
H -1.697 1.295 -3.501 0.09
H -1.475 0.610 -5.088 0.27
C 0.921 2.382 -3.437 -0.63
H -0.649 3.122 -4.904 0.41
H 0.549 1.954 -5.389 -0.20
H 0.507 2.967 -2.595 0.21
H 1.860 2.821 -3.786 0.38
C -0.565 0.624 6.213 -1.08
N -0.402 1.240 4.927 0.28
C -0.932 2.562 4.772 -0.87
C 0.302 0.533 3.887 -1.33
C 1.092 1.439 2.962 0.20
C 2.071 2.221 3.627 -0.56
C 2.775 3.207 2.936 -0.65
C 2.547 3.402 1.573 -0.77
C 1.666 2.515 0.878 -0.38
C 0.974 1.552 1.587 1.33
H -1.573 0.854 6.590 0.33
H 0.157 1.035 6.944 0.31
H -0.414 -0.462 6.137 0.33
H -0.158 3.334 4.950 0.28
H -1.373 2.720 3.772 0.24
H -1.709 2.676 5.546 0.33
H 1.017 -0.135 4.406 0.75
H -0.383 -0.127 3.326 -0.29
H 2.238 2.044 4.700 0.39
H 3.494 3.821 3.490 0.35
H 3.053 4.218 1.039 0.37
H 1.561 2.613 -0.213 0.10
```



total charge of number 3 (C28H40EuNO2)? 0



Which of these has the highest energy relative to the best compared isomer or geometry (same formula, charge and spin)? C28H40BrCl3N5O3Si2V



Which of these has the highest 2S+1? C28H40EuNO2